No. 1
Computed, not measured: a molecular structure, C26H37BF5KN4O6S2Te at a distorted geometry, with ωB97M-V/def2-TZVPD.

```
! RIJCOSX wB97M-V def2-TZVPD def2/J DEFGRID3
* xyz 0 1
H 4.0271 2.4083 0.8114
H -1.4243 -2.5861 5.3055
S 0.1223 -0.8742 3.2183
C 1.9675 4.3954 -5.0858
H 0.5331 2.6259 -1.3201
H -5.3158 -4.9776 -0.8528
H -1.5001 -0.3915 6.4788
C -2.3680 3.4966 1.5336
H -2.8205 2.5952 1.9427
H 0.4610 0.6819 4.9386
Te -0.2573 3.2396 1.5321
C -2.6949 -3.0230 0.0214
H -0.1040 2.0352 -2.8493
H 0.6994 -0.9834 5.5242
H -2.1547 -1.0477 2.7472
H 4.2153 -0.1590 -0.5106
C 0.8950 -4.9889 0.6459
C 0.1082 5.1068 0.5768
H -2.9818 -1.8742 4.8947
H -0.4269 5.1370 -0.3719
K -0.5810 0.0729 0.1465
H 5.4724 0.9219 -0.7583
C 0.8150 2.2462 -2.3027
F -2.4738 1.1481 -0.4001
H -4.7515 -3.0511 0.5996
N 1.5532 3.2717 -3.0286
C -2.0387 -4.6593 -1.6349
H 1.1772 5.1843 0.3921
C 1.4880 -4.9089 -1.7022
C 4.1608 1.3333 0.8461
C -1.4077 -0.4288 5.3936
N 4.4895 0.8284 -0.5186
C -1.4973 -1.7046 3.3267
F -4.7292 1.4943 -0.1278
C 2.8707 0.6197 1.1999
H 0.3896 3.0455 -4.7589
H -1.9792 0.4047 4.9795
H 2.7159 -6.5212 -2.4093
H -1.2811 -5.1024 -2.2696
C -1.7337 -3.6000 -0.7856
C 1.6045 0.9627 -2.1209
H 2.1316 -0.8091 -0.0116
H -2.6195 4.3591 2.1452
H -0.2214 5.9237 1.2146
N 3.3696 4.6901 -3.2112
H -3.5772 -5.9814 -2.3021
H 3.8770 1.2389 -1.2665
H 1.4512 -4.3961 -2.6560
H 2.7399 0.6332 2.2827
H 4.1713 5.1161 -2.7676
C -1.9040 -1.7449 4.7979
O 2.7669 0.9153 -2.5797
H 4.9845 1.0763 1.5106
C -3.3298 -5.1542 -1.6494
F -3.9404 -0.5326 -0.8991
O 0.0373 -2.1562 0.5403
F -3.5697 0.0647 1.2974
F 1.6471 4.6663 -6.3544
C 1.6152 -6.1634 0.7804
C 2.2601 -6.7193 -0.3220
H 2.8619 -1.4509 1.3257
H 1.6735 -6.6512 1.7448
B -3.7249 0.5494 -0.0434
O 3.8496 5.8517 -5.1108
C -4.3051 -4.5913 -0.8299
C -3.9914 -3.5253 -0.0060
C 0.0467 -0.3262 4.9457
C 2.6547 3.8090 -2.4243
H 2.8190 -7.6394 -0.2103
O 0.9745 0.0703 -1.5051
C 2.2000 -6.0956 -1.5586
H 2.0446 1.1892 0.7716
O 3.0092 3.5217 -1.2936
N 2.9066 -0.7194 0.6316
H 0.3890 -4.5334 1.4876
O -0.0932 0.3619 2.3767
H -2.4672 -2.1759 0.6498
H -2.7078 3.6149 0.5089
C 3.1339 5.0686 -4.5348
C 0.8334 -4.3841 -0.6014
C 1.2538 3.5483 -4.3481
S -0.0899 -2.8713 -0.7824
H -1.4306 -2.6700 2.8299
*
```

Properties
Orbital gap, eV: 7.29
ΔE to the lowest compared entry with this formula, charge and spin, kJ/mol: 51.18



No. 2
Computed, not measured: a molecular structure, C26H37Ge2NO4Ti, with ωB97M-V/def2-TZVPD.

```
! RIJCOSX wB97M-V def2-TZVPD def2/J DEFGRID3
* xyz 0 1
C -0.5005 3.1747 2.4492
C -0.7214 -2.0394 -0.7433
H 2.4435 -3.2079 -2.8054
Ge 1.0913 -1.2605 -0.5642
C -2.4863 -5.2838 0.0191
C 1.7253 2.8489 -1.0546
C -0.0834 2.3679 3.5011
C -1.6917 -6.2149 -0.6332
H 3.6582 3.9853 -1.1165
C 1.9521 -1.1311 -2.3566
H -0.7021 1.2465 -3.1298
C 3.8854 2.0190 -0.2766
H -4.7732 1.2258 1.0018
H -1.9474 -7.2662 -0.5999
H -3.6024 2.0116 -2.4287
C -0.6632 2.5714 4.7503
N 5.2139 2.0890 -0.1951
H 1.8268 2.4732 -2.0790
C -1.6829 -1.1244 -0.9109
H 5.6954 2.9622 -0.3089
H -2.8246 2.5664 0.2059
H 3.1903 -1.6185 0.7397
H -0.4572 3.5281 0.5548
H 2.4562 -2.1509 -4.2119
C 0.9509 1.2809 3.3695
C -2.1560 -3.9373 -0.0204
C -1.4528 1.6722 -2.4584
Ti 1.1856 1.2418 0.2855
H -2.9088 2.0054 -4.0485
C -0.2255 -4.4444 -1.3417
H 0.0717 -6.5105 -1.8179
C -1.6281 3.5416 4.9488
C 1.9423 -2.3567 -3.2692
C 2.6168 -3.6820 0.3739
C 2.2821 -2.2244 0.6993
H -4.3829 0.7362 -0.6482
H -2.3224 1.4951 1.5037
C -2.0284 4.3364 3.8826
O 3.2988 0.9279 -0.1496
H -2.7045 -1.4536 -1.1105
H -3.3621 -5.6058 0.5686
C 3.0885 3.2805 -0.5031
C -1.4626 4.1563 2.6328
H 1.4524 -0.2978 -2.8602
C -1.0269 -3.4918 -0.7130
H -2.0689 3.6803 5.9264
Ge -1.2343 0.7716 -0.7022
H 3.3379 -4.0865 1.0891
H -3.1278 0.4877 -3.1774
H 3.0528 -3.7792 -0.6225
H -1.1899 2.7275 -2.3303
H -1.7782 4.7694 1.7956
H -3.8920 -0.2716 0.7090
O 1.2944 0.6356 4.3279
C -2.8507 1.5375 -3.0626
H 2.9576 3.7436 0.4827
H -2.7629 -3.2089 0.5032
C -0.5586 -5.7888 -1.3133
H 5.7431 1.2513 -0.0160
O 1.4445 1.1106 2.1608
H 2.9765 -0.8077 -2.1535
H -0.3296 1.9342 5.5582
C -2.6777 1.5123 0.4716
H 1.7268 -4.3087 0.4111
C -4.0076 0.7604 0.3758
O 0.0552 3.0129 1.1914
H -2.7854 5.0970 4.0211
H 1.0401 3.6990 -1.0879
H 1.8150 -2.1458 1.6833
H 0.6680 -4.1198 -1.8595
H 0.9215 -2.6561 -3.5132
*
```

Properties
Orbital gap (spin up / spin down), eV: 7.29 / 7.29
ΔE to the lowest compared entry with this formula, charge and spin, kJ/mol: 19.58



No. 3
Computed, not measured: a molecular structure, C26H37IrN4PS at a distorted geometry, with ωB97M-V/def2-TZVPD.

```
! RIJCOSX wB97M-V def2-TZVPD def2/J DEFGRID3
* xyz 4 2
H -1.2536 -2.2657 5.0549
H -1.0716 3.9695 -1.9536
N -1.5213 -1.3619 5.4549
C 1.5321 -2.7137 0.4355
C -2.0587 -1.1544 -0.6000
C -0.3863 4.2473 1.5952
H 2.1728 3.6884 -2.0899
C -1.9137 -1.3643 -2.9961
H -1.3441 -1.4185 6.4643
H 3.1980 -1.9345 -2.5511
H 0.3554 -5.5979 -4.2197
C 2.5497 -2.7421 -2.8742
C -1.2847 -1.2920 -1.7499
H -4.0514 -1.0905 0.2043
H 0.5043 1.3406 3.2216
C 1.9621 3.2612 -1.1081
H 2.2460 0.3188 2.6911
H -0.3627 -0.9691 2.8527
H 0.4819 2.5434 -3.1790
C 2.1441 -2.8871 1.6645
C 1.0000 -4.7956 -3.8779
H -1.0190 1.8869 3.0281
C 1.2498 4.2753 -0.2560
H -2.5019 4.1045 1.3869
H -1.9614 -0.2363 3.0395
H -0.6809 -3.6517 -3.0740
C 2.4127 -1.7788 2.4592
H 1.7652 1.2682 -1.4869
Ir 0.3660 1.5114 0.6410
H -1.7756 4.8895 0.0108
C -1.1489 2.8890 -1.8535
H -0.5379 3.7917 2.5705
S -1.6573 2.5007 -0.1535
H -0.2014 1.0833 -2.4842
H -2.5339 -1.2587 5.3407
C 0.0824 2.1046 -2.2616
C 1.2859 -0.3191 0.8456
C -4.0659 -1.2105 -1.9310
P 0.5260 -1.2175 -1.6978
N -0.3899 1.1284 2.7825
C -0.7592 -0.2103 4.8472
H 0.3883 4.7048 -0.7571
H 1.9249 5.1031 -0.0330
H -0.2006 5.3106 1.7722
H -3.7799 -1.4022 -4.0504
N 1.1404 2.0308 -1.2220
C 1.1195 -1.4475 0.0000
H 2.9140 2.9788 -0.6571
C 1.9863 -0.5255 2.0586
H -1.3281 -1.4390 -3.9068
H 0.2847 -0.3275 5.1344
H -1.1383 0.6990 5.3126
H 4.2311 -3.8966 -3.6892
H 2.4438 -3.8760 1.9868
C 3.1545 -3.8649 -3.5754
C -3.4456 -1.1418 -0.6918
H 2.9734 -1.8917 3.3794
N 0.7989 3.5917 0.9778
C -3.2991 -1.3374 -3.0830
H 1.3898 -3.5750 -0.2050
C -0.9100 -0.1519 3.3204
C 1.1697 -2.6686 -2.6400
H 2.8167 -5.6910 -4.6289
H -5.1446 -1.1633 -2.0020
H -1.5768 -1.1023 0.3708
H 1.5564 3.6192 1.6576
C 2.3748 -4.8637 -4.0899
C 0.3969 -3.6734 -3.1771
C -1.6233 4.0956 0.7421
H -1.9705 2.5731 -2.4970
*
```

Properties
Orbital gap (spin up / spin down), eV: 5.75 / 4.72
<S²>: 0.7665
ΔE to the lowest compared entry with this formula, charge and spin, kJ/mol: 149.79



No. 4
Computed, not measured: a molecular structure, C26H37N2O5SSiTi, with ωB97M-V/def2-TZVPD.

```
! RIJCOSX wB97M-V def2-TZVPD def2/J DEFGRID3
* xyz 1 1
C -4.5467 -1.1872 1.7803
C 4.1275 1.4885 -3.8222
C 2.8645 1.2956 -3.2640
H -2.8377 0.4494 4.3031
H -4.2503 -1.2852 -2.3502
C 4.2475 1.7432 -5.1765
C -4.1920 -0.2036 -2.4731
H -4.4941 -0.1725 4.3569
H -4.5672 -1.1015 0.6938
H -4.9387 0.2632 -1.8300
H 1.8584 -2.0175 -0.7629
C 4.8115 0.7753 4.8519
H -4.4301 0.0404 -3.5086
C -0.7192 -3.0061 -0.6166
C -1.7432 -0.3525 -3.0014
H -1.8414 -0.0018 -4.0295
C 3.1129 1.8120 -5.9755
C -4.0762 1.2718 2.0181
H 0.9730 1.6819 -6.0429
H -3.3728 2.0117 2.4026
C 1.7288 1.3615 -4.0660
H 5.9890 1.1966 3.1152
C 2.6670 0.4782 3.1074
H 0.0337 -3.8211 1.9915
H 2.1738 -1.9843 1.0097
C 1.5908 -2.4470 0.2056
C 0.0983 -2.3388 0.4651
H -1.3453 -2.7094 2.0285
H 0.7525 1.2169 -3.6247
O 1.5469 0.6354 -1.3735
H -0.4385 -2.6344 -1.6006
C 5.0081 0.9453 3.4990
H 3.2121 2.0138 -7.0338
H -5.5630 -1.0624 2.1554
C -2.7327 1.8110 -2.2059
Ti 1.1851 0.5318 0.4919
C -0.2731 -2.7817 1.8631
H 1.4739 0.0759 4.8340
H 3.3874 0.3357 6.3935
C -3.5168 -0.2967 3.8902
N 3.2367 0.9479 0.2918
O -0.1867 -0.8549 0.3669
C 2.4639 0.3143 4.4711
H -3.4074 2.2713 -1.4825
O 1.6440 0.3373 2.2539
N 3.7027 1.2223 -0.9977
C 3.5398 0.4633 5.3299
C 1.8556 1.6236 -5.4203
O -2.2826 -0.3689 1.8710
H -3.1403 -1.2892 4.1382
C 4.1510 1.0130 1.2063
H -4.2060 -2.1879 2.0499
H 0.2401 -2.1754 2.6102
O -2.5773 -0.1502 -0.7530
H 5.6360 0.8874 5.5411
C -3.6310 -0.1356 2.3849
C -2.8000 0.2957 -2.1228
H 1.8805 -3.4979 0.1858
H -3.0450 2.1259 -3.2024
H -0.5321 -4.0806 -0.5870
H -0.7406 -0.1022 -2.6462
C 2.7302 1.0412 -1.8236
S -0.6097 1.9840 0.5793
H 5.0042 1.4363 -3.1918
H -1.7851 -2.8406 -0.4606
C 3.9370 0.8014 2.6056
H -1.7235 2.1823 -2.0338
H 5.2264 1.8887 -5.6125
H -4.1660 1.3875 0.9349
H -5.0552 1.4797 2.4503
H 5.1561 1.2551 0.8700
Si -1.6208 0.1300 0.4968
H -1.8583 -1.4363 -3.0025
*
```

Properties
Orbital gap, eV: 7.13
ΔE to the lowest compared entry with this formula, charge and spin, kJ/mol: 0.00



Which of these has the lowest ΔE to the lowest compared entry with this formula, charge and spin? C26H37N2O5SSiTi



ΔE to the lowest compared entry with this formula, charge and spin of number 4 (C26H37N2O5SSiTi)? 0.00 kJ/mol



Copy entry 1 word for word.
Computed, not measured: a molecular structure, C26H37BF5KN4O6S2Te at a distorted geometry, with ωB97M-V/def2-TZVPD.

```
! RIJCOSX wB97M-V def2-TZVPD def2/J DEFGRID3
* xyz 0 1
H 4.0271 2.4083 0.8114
H -1.4243 -2.5861 5.3055
S 0.1223 -0.8742 3.2183
C 1.9675 4.3954 -5.0858
H 0.5331 2.6259 -1.3201
H -5.3158 -4.9776 -0.8528
H -1.5001 -0.3915 6.4788
C -2.3680 3.4966 1.5336
H -2.8205 2.5952 1.9427
H 0.4610 0.6819 4.9386
Te -0.2573 3.2396 1.5321
C -2.6949 -3.0230 0.0214
H -0.1040 2.0352 -2.8493
H 0.6994 -0.9834 5.5242
H -2.1547 -1.0477 2.7472
H 4.2153 -0.1590 -0.5106
C 0.8950 -4.9889 0.6459
C 0.1082 5.1068 0.5768
H -2.9818 -1.8742 4.8947
H -0.4269 5.1370 -0.3719
K -0.5810 0.0729 0.1465
H 5.4724 0.9219 -0.7583
C 0.8150 2.2462 -2.3027
F -2.4738 1.1481 -0.4001
H -4.7515 -3.0511 0.5996
N 1.5532 3.2717 -3.0286
C -2.0387 -4.6593 -1.6349
H 1.1772 5.1843 0.3921
C 1.4880 -4.9089 -1.7022
C 4.1608 1.3333 0.8461
C -1.4077 -0.4288 5.3936
N 4.4895 0.8284 -0.5186
C -1.4973 -1.7046 3.3267
F -4.7292 1.4943 -0.1278
C 2.8707 0.6197 1.1999
H 0.3896 3.0455 -4.7589
H -1.9792 0.4047 4.9795
H 2.7159 -6.5212 -2.4093
H -1.2811 -5.1024 -2.2696
C -1.7337 -3.6000 -0.7856
C 1.6045 0.9627 -2.1209
H 2.1316 -0.8091 -0.0116
H -2.6195 4.3591 2.1452
H -0.2214 5.9237 1.2146
N 3.3696 4.6901 -3.2112
H -3.5772 -5.9814 -2.3021
H 3.8770 1.2389 -1.2665
H 1.4512 -4.3961 -2.6560
H 2.7399 0.6332 2.2827
H 4.1713 5.1161 -2.7676
C -1.9040 -1.7449 4.7979
O 2.7669 0.9153 -2.5797
H 4.9845 1.0763 1.5106
C -3.3298 -5.1542 -1.6494
F -3.9404 -0.5326 -0.8991
O 0.0373 -2.1562 0.5403
F -3.5697 0.0647 1.2974
F 1.6471 4.6663 -6.3544
C 1.6152 -6.1634 0.7804
C 2.2601 -6.7193 -0.3220
H 2.8619 -1.4509 1.3257
H 1.6735 -6.6512 1.7448
B -3.7249 0.5494 -0.0434
O 3.8496 5.8517 -5.1108
C -4.3051 -4.5913 -0.8299
C -3.9914 -3.5253 -0.0060
C 0.0467 -0.3262 4.9457
C 2.6547 3.8090 -2.4243
H 2.8190 -7.6394 -0.2103
O 0.9745 0.0703 -1.5051
C 2.2000 -6.0956 -1.5586
H 2.0446 1.1892 0.7716
O 3.0092 3.5217 -1.2936
N 2.9066 -0.7194 0.6316
H 0.3890 -4.5334 1.4876
O -0.0932 0.3619 2.3767
H -2.4672 -2.1759 0.6498
H -2.7078 3.6149 0.5089
C 3.1339 5.0686 -4.5348
C 0.8334 -4.3841 -0.6014
C 1.2538 3.5483 -4.3481
S -0.0899 -2.8713 -0.7824
H -1.4306 -2.6700 2.8299
*
```

Properties
Orbital gap, eV: 7.29
ΔE to the lowest compared entry with this formula, charge and spin, kJ/mol: 51.18



Which of these has the lowest ΔE to the lowest compared entry with this formula, charge and spin? C26H37N2O5SSiTi